1.
25
Properties=species:S:1:pos:R:3 method="wB97M-V/def2-TZVPD" smiles=Cc1cc(N)nc(C[C@@H](C)F)c1 relative_energy_kj_mol=345.4 homo_lumo_gap_ha=0.330 largest_force_ev_per_a=6.42
C -1.890 1.819 2.245
C -0.837 0.830 1.659
C 0.529 0.826 2.078
C 1.487 0.145 1.177
N 2.869 0.182 1.322
N 1.198 -0.746 0.322
C -0.067 -0.672 0.001
C -0.478 -1.795 -0.944
C -0.841 -0.854 -2.303
C 0.665 -0.454 -2.875
F -1.574 -1.382 -3.322
C -1.127 -0.031 0.685
H -2.802 1.109 2.440
H -2.085 2.802 1.781
H -1.406 2.222 3.217
H 0.724 1.522 2.864
H 3.566 -0.331 0.621
H 3.389 0.766 1.967
H 0.422 -2.521 -1.229
H -1.311 -2.348 -0.799
H -1.209 0.192 -1.903
H 0.460 -0.109 -3.870
H 1.340 0.185 -2.149
H 1.172 -1.464 -2.941
H -2.195 0.108 -0.044



2.
49
Properties=species:S:1:pos:R:3 method="wB97M-V/def2-TZVPD" spin_multiplicity=2 s_squared=0.768 relative_energy_kj_mol=70.1 homo_lumo_gap_ha="0.162 / 0.295" largest_force_ev_per_a=0.94
Pb 0.257 0.358 0.303
C -4.179 5.514 1.259
C -3.346 4.317 1.657
O -2.751 3.769 0.464
P -2.476 2.195 0.358
S -1.327 2.003 -1.274
S -1.811 1.449 2.068
O -3.914 1.554 0.116
C -4.732 2.005 -0.988
C -4.982 0.853 -1.934
H -4.645 5.950 2.143
H -4.962 5.219 0.560
H -3.551 6.267 0.782
H -3.954 3.562 2.157
H -2.540 4.601 2.334
H -4.238 2.832 -1.501
H -5.662 2.371 -0.554
H -4.070 0.599 -2.474
H -5.757 1.126 -2.652
H -5.306 -0.024 -1.372
O 1.380 -2.048 1.092
C 0.182 -2.707 1.526
C -0.920 -2.670 0.512
C -1.852 -3.670 0.456
C -2.930 -3.602 -0.442
C -2.944 -2.503 -1.334
C -1.988 -1.537 -1.245
N -0.982 -1.543 -0.293
H 1.685 -2.480 0.286
H -0.117 -2.172 2.435
H 0.394 -3.744 1.793
H -1.745 -4.518 1.124
H -3.698 -4.362 -0.462
H -3.706 -2.424 -2.100
H -1.975 -0.701 -1.932
C 3.657 3.555 2.976
N 3.146 2.453 2.175
C 3.196 2.427 0.824
S 3.179 0.950 0.024
N 3.194 3.611 0.191
C 3.407 3.740 -1.243
H 3.533 3.305 4.026
H 3.090 4.467 2.789
H 4.717 3.743 2.787
H 3.241 1.530 2.566
H 3.421 4.420 0.745
H 2.807 3.001 -1.764
H 4.452 3.575 -1.510
H 3.100 4.736 -1.553



3.
46
Properties=species:S:1:pos:R:3 method="wB97M-V/def2-TZVPD" spin_multiplicity=2 s_squared=0.758 relative_energy_kj_mol=240.4 homo_lumo_gap_ha="0.245 / 0.221" largest_force_ev_per_a=3.11
Ir -0.361 1.057 1.196
O -1.726 1.239 2.586
C -2.954 0.732 2.509
C -4.015 1.451 3.077
C -5.287 0.933 3.089
C -5.559 -0.320 2.523
C -4.537 -1.019 1.939
C -3.224 -0.508 1.930
C -2.181 -1.276 1.346
N -0.943 -0.918 1.293
N -0.044 -1.859 0.836
C 1.038 -1.291 0.442
O 1.146 0.010 0.330
C 2.186 -2.125 0.027
C 2.170 -3.505 0.207
C 3.244 -4.265 -0.225
C 4.327 -3.654 -0.846
C 4.349 -2.278 -1.015
C 3.281 -1.510 -0.575
H -3.784 2.417 3.506
H -6.093 1.500 3.536
H -6.560 -0.728 2.549
H -4.722 -1.979 1.472
H -2.418 -2.239 0.901
H 1.316 -3.966 0.684
H 3.233 -5.338 -0.087
H 5.152 -4.255 -1.207
H 5.192 -1.800 -1.496
H 3.279 -0.434 -0.697
S 3.532 2.952 0.306
C 2.091 2.659 0.854
N 0.986 2.454 1.269
I 3.877 1.523 -4.343
C 2.122 1.777 -3.241
C 1.338 0.671 -2.954
C 0.168 0.846 -2.230
C -0.216 2.117 -1.822
C 0.576 3.218 -2.119
C 1.758 3.050 -2.823
C -1.513 2.305 -1.094
O -2.304 3.139 -1.428
O -1.759 1.441 -0.080
H 1.635 -0.314 -3.289
H -0.451 -0.011 -1.991
H 0.267 4.202 -1.793
H 2.385 3.901 -3.049



4.
7
Properties=species:S:1:pos:R:3 method="wB97M-V/def2-TZVPD" relative_energy_kj_mol=403.9 homo_lumo_gap_ha="0.293 / 0.251" largest_force_ev_per_a=4.06
C 0.657 -0.147 0.254
F -2.483 -0.655 0.566
P -0.466 1.199 -0.195
H 1.663 -0.082 -0.338
H 0.104 -1.100 -0.016
H 0.894 -0.060 1.228
H -0.367 0.845 -1.500